[1]
Molecular formula: C4H4Cl3N3OS
Method: DFT, ωB97M-V/def2-TZVPD

Last column: natural (NBO) charge in e.
CARTESIAN COORDINATES (ANGSTROEM)
C1 -0.31068 -1.76305 -1.75628  0.41
C2 2.26760 -0.32276 -0.62367  0.35
C3 -1.47875 0.46715 0.74238  -0.10
C4 -0.94717 1.77732 0.15600  -0.39
N1 -0.30554 -1.80364 -2.87701  -0.40
N2 1.75744 -0.96172 0.23514  -0.50
N3 -0.37455 -1.84828 -0.45023  -0.99
O1 -0.43322 -0.26357 1.46089  -0.70
S1 0.28905 -1.57390 0.89400  1.72
Cl1 3.45069 0.62158 -1.18394  0.24
Cl2 0.34610 1.46502 -1.05175  -0.04
Cl3 2.07628 -0.79127 2.42480  -0.51
H1 -2.31127 0.67051 1.37329  0.22
H2 -1.62392 -0.29196 -0.07106  0.23
H3 -1.81391 2.20909 -0.27953  0.23
H4 -0.58815 2.40948 1.00696  0.24

Forces on the atoms, in the same order (eV/Å):
C 0.12 0.02 5.01
C -0.46 -1.20 1.20
C 2.41 -1.60 -2.31
C 0.46 -0.93 1.94
N 0.12 0.09 -4.78
N 1.83 1.37 -1.93
N -1.01 -0.90 0.33
O -0.53 1.10 0.91
S -1.09 -0.36 -1.27
Cl 0.23 -0.02 -0.06
Cl -0.99 0.88 0.21
Cl 0.95 0.20 1.66
H -0.53 -0.27 0.69
H -1.17 1.21 0.31
H -0.40 0.78 -0.86
H 0.05 -0.36 -1.05

Summary:
- Kohn-Sham gap (spin up / spin down) (eV) = 8.25 / 8.25
- energy above the lowest of the compared OMol25 structures with the same formula, charge and spin (eV) = 0.101
- HOMO energy (spin up / spin down) (eV) = -9.2 / -9.2


[2]
Molecular formula: C14H32AlO4
Method: DFT, ωB97M-V/def2-TZVPD

Last column: natural (NBO) charge in e.
CARTESIAN COORDINATES (ANGSTROEM)
C1 2.45747 2.18915 2.16594  -0.75
C2 1.14949 2.26882 3.16733  0.80
O1 1.40037 2.19756 4.49384  -0.58
O2 -0.25472 2.40830 2.74579  -0.57
C3 -0.80158 1.13245 2.23273  -0.08
C4 -0.53592 -0.14959 3.27317  -0.45
C5 0.61875 -1.06880 2.55663  -0.43
C6 1.18650 -2.30659 3.47442  -0.96
Al1 2.46729 -3.38361 2.21806  1.17
C7 1.52726 -3.82555 0.42633  -0.97
C8 2.43786 -3.47267 -0.90126  -0.40
C9 2.41636 -1.89421 -1.34541  -0.44
C10 1.13881 -1.45816 -2.28482  -0.08
O3 0.70254 -0.09478 -1.85415  -0.77
H1 3.21818 3.03142 2.47179  0.25
H2 2.17242 2.19605 1.02011  0.24
H3 3.00637 1.15914 2.41679  0.28
H4 -1.95764 1.22702 1.95019  0.20
H5 -0.25680 0.91815 1.19346  0.16
H6 -0.27560 0.19016 4.36215  0.24
H7 -1.55282 -0.73614 3.30197  0.20
H8 0.12045 -1.51843 1.57110  0.19
H9 1.55089 -0.44904 2.18098  0.20
H10 0.29604 -2.98689 3.88454  0.19
H11 1.77586 -1.93317 4.44068  0.20
H12 3.69858 -2.39540 1.88269  -0.44
H13 3.11168 -4.64652 2.93129  -0.42
H14 0.49855 -3.24163 0.28111  0.18
H15 1.29530 -4.99537 0.47106  0.20
H16 3.57719 -3.78214 -0.78363  0.20
H17 1.99825 -4.09904 -1.80515  0.17
H18 2.31365 -1.26672 -0.34051  0.23
H19 3.43308 -1.67313 -1.90511  0.20
H20 0.22954 -2.19838 -2.22138  0.18
H21 1.44738 -1.35900 -3.40932  0.17
H22 0.13480 -0.15595 -1.02056  0.47
C11 -4.80723 2.07185 -3.40488  -0.64
C12 -4.00241 1.92422 -2.12366  -0.06
O4 -2.71949 1.33571 -2.32382  -0.53
C13 -1.82962 2.03395 -3.19166  -0.08
C14 -1.50599 3.44154 -2.72006  -0.64
H23 -4.93917 1.09640 -3.88882  0.21
H24 -5.79404 2.49486 -3.18911  0.21
H25 -4.31299 2.72828 -4.12356  0.20
H26 -4.54731 1.26401 -1.44143  0.19
H27 -3.90174 2.88395 -1.60830  0.16
H28 -2.22584 2.04016 -4.21232  0.15
H29 -0.90165 1.45110 -3.22533  0.22
H30 -2.39636 4.07288 -2.67400  0.19
H31 -0.79227 3.91621 -3.40033  0.21
H32 -1.06970 3.41755 -1.71555  0.22

Forces on the atoms, in the same order (eV/Å):
C -0.39 -0.74 0.23
C 0.91 -0.62 6.25
O -1.72 0.74 -8.39
O 2.75 -1.16 0.37
C -0.02 -1.46 -0.78
C -0.24 0.37 -1.43
C -0.23 -0.79 0.50
C -0.77 0.30 0.52
Al -0.59 0.71 0.00
C -0.53 -0.18 -1.20
C -0.24 -0.48 -0.69
C -0.33 -0.52 0.53
C 0.31 0.02 0.56
O -0.78 -1.29 0.57
H -1.80 -1.51 -0.69
H 0.57 0.15 2.47
H -1.38 2.26 -0.53
H 2.60 0.41 0.98
H -1.06 0.25 2.17
H -0.36 -0.48 -2.24
H 2.05 0.91 0.04
H 1.04 0.93 2.03
H -1.95 -0.97 0.86
H 1.58 1.54 -0.87
H -1.31 -0.45 -2.01
H 0.20 0.34 -0.14
H 0.00 -0.55 0.17
H 1.88 -1.36 0.24
H 0.31 2.38 -0.45
H -2.41 0.54 -0.04
H 1.05 1.17 1.48
H 0.49 -1.16 -2.21
H -2.13 -0.12 1.21
H 1.84 1.25 0.03
H -0.59 -0.10 2.15
H 1.26 -0.28 -1.73
C -0.03 -0.06 -0.17
C 0.19 -0.11 -0.12
O -0.13 -0.05 0.08
C 0.15 -0.04 0.04
C -0.06 0.10 0.14
H 0.00 0.16 0.12
H 0.11 -0.08 0.00
H -0.05 0.05 0.05
H 0.27 -0.04 -0.05
H -0.02 0.09 -0.05
H -0.08 0.10 -0.03
H -0.30 -0.08 0.21
H 0.04 0.03 -0.08
H -0.06 -0.09 0.07
H -0.01 -0.03 -0.16

Summary:
- Kohn-Sham gap (eV) = 7.30
- HOMO energy (eV) = -4.8
- total charge = -1


[3]
Molecular formula: C12H35N2O6S2Si
Method: DFT, ωB97M-V/def2-TZVPD

Last column: natural (NBO) charge in e.
CARTESIAN COORDINATES (ANGSTROEM)
C1 5.00431 -0.55536 -0.14612  -1.10
Si1 3.58876 -0.58990 -1.47401  1.46
C2 3.14013 -2.37780 -1.99576  -1.13
C3 4.22973 0.43625 -2.95993  -1.13
S1 1.77542 0.29589 -0.65582  0.19
C4 1.96211 2.15154 -0.54766  -0.53
C5 0.54730 2.90427 -0.27083  -0.56
S2 -0.67278 1.84162 0.62857  0.28
C6 -1.63888 0.77671 -0.51059  0.22
N1 -1.86052 -0.55391 -0.01592  -0.26
N2 -2.60963 -1.21324 -0.95973  -0.23
C7 -2.84671 -0.26191 -2.00894  0.24
O1 -2.23570 1.01314 -1.76764  -0.42
H1 5.66325 0.37298 -0.27587  0.26
H2 5.62141 -1.50285 -0.34978  0.28
H3 4.56613 -0.52658 0.90570  0.26
H4 2.83327 -2.42036 -3.09985  0.27
H5 2.26307 -2.71186 -1.32956  0.26
H6 4.02795 -3.08522 -1.78661  0.30
H7 4.66191 1.41557 -2.56048  0.25
H8 5.08404 -0.08393 -3.53130  0.28
H9 3.39017 0.59216 -3.71876  0.25
H10 0.79240 0.09345 -1.62722  0.22
H11 2.38761 2.58828 -1.52682  0.26
H12 2.74622 2.36582 0.26390  0.28
H13 0.80471 3.77076 0.44821  0.28
H14 0.14336 3.40822 -1.21439  0.27
H15 -3.48675 -0.59797 -2.88780  0.26
C8 -0.64368 1.04117 4.58163  -0.25
O2 0.35814 0.58513 3.68008  -0.73
H16 -0.35537 0.76592 5.59569  0.19
H17 -0.73329 2.12814 4.51449  0.16
H18 -1.60003 0.57174 4.33796  0.17
H19 0.07956 0.84064 2.79270  0.45
C9 -3.34941 1.19941 7.71873  -0.25
O3 -2.67613 2.34310 7.21123  -0.73
H20 -3.65525 0.57141 6.88177  0.18
H21 -2.67722 0.63314 8.36839  0.16
H22 -4.23458 1.51045 8.27896  0.17
H23 -2.41680 2.88058 7.96974  0.47
C10 5.31919 -5.82146 -3.35342  -0.25
O4 5.83052 -5.09443 -2.24378  -0.74
H24 5.09582 -5.12199 -4.15933  0.18
H25 6.06459 -6.54206 -3.69738  0.18
H26 4.40337 -6.34246 -3.06319  0.17
H27 6.01962 -5.73511 -1.54681  0.47
C11 -4.20509 2.97936 1.56757  -0.25
O5 -4.52743 1.60226 1.69983  -0.71
H28 -4.95624 3.56858 2.09324  0.20
H29 -3.22262 3.17110 2.00715  0.16
H30 -4.20291 3.25665 0.50959  0.15
H31 -3.84973 1.10220 1.22753  0.45
C12 -6.12313 -0.55829 -4.33662  -0.25
O6 -5.11436 -1.00736 -5.23099  -0.73
H32 -5.84981 -0.85249 -3.32250  0.17
H33 -6.20218 0.53059 -4.38891  0.16
H34 -7.07973 -1.01555 -4.59931  0.18
H35 -5.37811 -0.73612 -6.11898  0.47

Forces on the atoms, in the same order (eV/Å):
C -0.44 0.38 0.22
Si 3.44 -1.17 -1.65
C -0.70 -0.28 0.48
C -0.02 0.28 -0.45
S -1.47 0.83 0.40
C 0.20 1.59 -0.95
C 1.03 0.39 -0.18
S -0.92 0.34 -1.19
C -0.34 -3.70 0.86
N 0.54 4.45 -2.76
N -0.39 5.11 -3.41
C 0.79 -2.84 3.28
O -0.26 -3.41 2.12
H -0.94 -1.37 0.12
H -0.90 1.40 0.54
H 0.86 -0.35 -1.21
H 0.42 -0.01 1.65
H 1.20 0.14 -1.12
H -1.31 1.14 -0.42
H -0.74 -1.10 -0.78
H -1.30 0.54 1.08
H 1.18 0.13 0.93
H 1.00 0.36 0.59
H -0.57 -1.00 1.45
H -1.35 -0.67 -1.01
H -0.67 -1.48 -0.94
H 0.47 -1.06 1.28
H 1.19 1.36 0.92
C -0.12 0.08 -0.18
O 0.32 -0.03 -0.26
H 0.03 0.03 -0.15
H -0.17 -0.01 0.22
H -0.09 0.10 0.18
H 0.04 -0.21 0.23
C 0.07 0.16 0.20
O 0.15 0.15 -0.07
H 0.06 0.13 0.02
H -0.16 -0.17 0.02
H -0.06 -0.23 0.02
H -0.04 -0.06 -0.23
C 0.04 -0.20 0.16
O -0.03 0.18 0.25
H 0.07 0.00 0.12
H -0.14 -0.03 -0.17
H -0.02 -0.07 -0.22
H 0.02 0.21 -0.12
C 0.14 -0.24 -0.08
O 0.05 -0.13 -0.06
H 0.04 -0.15 -0.04
H -0.03 0.26 -0.01
H 0.03 0.26 0.03
H -0.22 -0.04 0.19
C -0.09 0.09 -0.32
O 0.22 0.01 -0.04
H -0.02 -0.05 -0.10
H -0.18 0.00 0.19
H -0.08 0.10 0.23
H 0.15 -0.13 0.16

Summary:
- Kohn-Sham gap (eV) = 8.39
- energy above the lowest of the compared OMol25 structures with the same formula, charge and spin (eV) = 3.366
- HOMO energy (eV) = -11.8
- total charge = +1


Calculated total energy for every record listed, in sequence, given in a.u.: -2172.86199, -1095.82384, -2124.58058.